Record 1
{
  "formula": "C42H30AgF9NO2P",
  "method": "the ωB97M-V functional and the def2-TZVPD basis",
  "species": ["Ag", "F", "C", "F", "F", "C", "C", "C", "C", "C", "C", "P", "C", "C", "C", "C", "C", "C", "C", "F", "F", "F", "C", "C", "C", "C", "C", "C", "C", "F", "F", "F", "H", "H", "H", "H", "H", "H", "H", "H", "H", "H", "H", "H", "C", "C", "C", "C", "C", "C", "C", "C", "C", "C", "H", "H", "H", "H", "H", "H", "H", "C", "C", "C", "C", "C", "C", "C", "H", "H", "H", "H", "H", "H", "H", "O", "C", "C", "C", "C", "O", "N", "H", "H", "H", "H"],
  "positions_angstrom": [[0.85, 1.64, 1.58], [-5.30, -5.31, -1.05], [-5.60, -4.00, -0.87], [-6.25, -3.62, -2.00], [-6.51, -3.95, 0.13], [-4.39, -3.16, -0.61], [-4.17, -2.59, 0.63], [-3.03, -1.82, 0.85], [-2.11, -1.63, -0.17], [-2.34, -2.22, -1.42], [-3.47, -2.98, -1.64], [-0.61, -0.60, 0.25], [0.54, -2.02, 0.46], [1.13, -2.76, -0.57], [1.96, -3.83, -0.28], [2.21, -4.17, 1.05], [1.64, -3.44, 2.08], [0.81, -2.36, 1.78], [3.10, -5.33, 1.33], [2.51, -6.52, 1.01], [3.46, -5.43, 2.62], [4.25, -5.30, 0.61], [-0.16, 0.05, -1.40], [-1.13, 0.57, -2.26], [-0.78, 1.17, -3.45], [0.57, 1.26, -3.80], [1.55, 0.80, -2.94], [1.18, 0.21, -1.74], [0.92, 1.84, -5.13], [0.49, 1.05, -6.15], [2.25, 1.99, -5.31], [0.37, 3.05, -5.36], [-4.88, -2.73, 1.43], [-2.84, -1.38, 1.82], [-1.63, -2.08, -2.22], [-3.65, -3.44, -2.61], [0.94, -2.50, -1.60], [2.42, -4.39, -1.08], [1.85, -3.69, 3.11], [0.36, -1.78, 2.58], [-2.18, 0.54, -1.97], [-1.54, 1.59, -4.10], [2.59, 0.91, -3.18], [1.96, -0.12, -1.06], [-0.32, 5.06, -2.91], [0.81, 4.58, -2.21], [0.64, 3.81, -1.10], [-0.65, 3.47, -0.60], [-0.78, 2.65, 0.57], [-2.09, 2.37, 0.95], [-3.22, 2.83, 0.24], [-3.08, 3.61, -0.88], [-1.78, 3.95, -1.33], [-1.58, 4.75, -2.48], [-0.18, 5.67, -3.81], [1.81, 4.81, -2.57], [1.49, 3.40, -0.56], [-2.25, 1.74, 1.82], [-4.21, 2.56, 0.58], [-3.94, 3.96, -1.44], [-2.45, 5.11, -3.02], [2.85, 0.82, 2.06], [3.63, 0.54, 0.87], [3.87, -0.78, 0.42], [4.53, -1.05, -0.77], [5.02, -0.02, -1.57], [4.82, 1.29, -1.13], [4.15, 1.56, 0.04], [3.20, 1.71, 2.60], [2.73, -0.03, 2.73], [3.50, -1.61, 1.02], [4.67, -2.08, -1.07], [5.53, -0.23, -2.50], [5.19, 2.12, -1.73], [3.98, 2.59, 0.34], [0.50, 2.74, 4.86], [-0.25, 1.78, 4.86], [-1.17, 1.47, 6.06], [-1.90, 0.22, 5.63], [-1.30, -0.07, 4.24], [-1.65, -1.06, 3.59], [-0.39, 0.85, 3.87], [-1.82, 2.33, 6.23], [-0.55, 1.34, 6.95], [-2.98, 0.34, 5.51], [-1.74, -0.65, 6.27]],
  "lowdin_charge": [0.6888, 0.1183, -0.5756, 0.1166, 0.1197, -0.1468, -0.0068, -0.0563, -0.3147, -0.0755, -0.0224, 1.1134, -0.3292, -0.0706, -0.0269, -0.1498, -0.0090, -0.0687, -0.5730, 0.1141, 0.1223, 0.1208, -0.3655, -0.0863, -0.0130, -0.1372, 0.0055, -0.0690, -0.5698, 0.1058, 0.1209, 0.1238, 0.1147, 0.0763, 0.1024, 0.1164, 0.1059, 0.1186, 0.1179, 0.0838, 0.1116, 0.1227, 0.1090, 0.0822, -0.1277, -0.1108, -0.0604, -0.2252, -0.2146, -0.1906, -0.1204, -0.0903, -0.2046, -0.0734, 0.0863, 0.0909, 0.0766, 0.0628, 0.0844, 0.0889, 0.0951, -0.2293, -0.3690, -0.0959, -0.1321, -0.1599, -0.1419, -0.0930, 0.0147, 0.0136, 0.0874, 0.0881, 0.0740, 0.0871, 0.0968, -0.0114, -0.5421, -0.1217, -0.1220, -0.5399, -0.0590, 0.1181, 0.1017, 0.1008, 0.1023, 0.1003],
  "energy_ev": -87375.7671,
  "total_charge": -2
}


Record 2
{
  "formula": "C14H19N3O5",
  "method": "the ωB97M-V functional and the def2-TZVPD basis",
  "species": ["C", "C", "O", "C", "N", "N", "C", "O", "O", "C", "C", "O", "H", "H", "H", "H", "H", "H", "H", "H", "H", "H", "C", "C", "C", "N", "C", "C", "C", "C", "C", "O", "H", "H", "H", "H", "H", "H", "H", "H", "H"],
  "positions_angstrom": [[-5.00, 0.35, 2.61], [-3.79, -0.55, 2.63], [-2.65, 0.28, 3.18], [-1.52, -0.44, 3.15], [-0.43, 0.30, 3.77], [0.65, -0.34, 3.81], [1.73, 0.20, 2.99], [1.72, 1.28, 2.37], [2.75, -0.66, 3.02], [4.02, -0.07, 2.59], [5.15, -1.06, 2.68], [-1.41, -1.56, 2.66], [-5.95, -0.20, 2.48], [-5.06, 0.93, 3.54], [-4.91, 1.08, 1.77], [-3.97, -1.41, 3.29], [-3.58, -0.94, 1.63], [3.93, 0.32, 1.57], [4.24, 0.79, 3.24], [6.12, -0.53, 2.59], [5.15, -1.59, 3.63], [5.10, -1.79, 1.86], [1.34, 2.85, 5.02], [0.59, 1.67, 5.57], [-0.85, 1.69, 5.31], [-1.75, 1.17, 6.22], [-1.38, 0.11, 7.05], [-2.30, -0.42, 7.91], [-3.58, 0.10, 8.05], [-3.87, 1.23, 7.30], [-2.98, 1.80, 6.42], [1.18, 0.80, 6.28], [1.05, 3.06, 3.97], [1.12, 3.73, 5.66], [2.43, 2.65, 5.07], [-1.20, 2.56, 4.76], [-0.35, -0.21, 6.97], [-1.95, -1.30, 8.47], [-4.29, -0.35, 8.70], [-4.86, 1.69, 7.35], [-3.15, 2.71, 5.85]],
  "nbo_charge": [-0.6339, -0.0692, -0.5223, 0.8590, -0.2733, -0.2920, 0.8445, -0.6459, -0.4857, -0.0676, -0.6293, -0.6087, 0.2205, 0.2087, 0.2138, 0.1893, 0.2082, 0.1972, 0.1813, 0.2164, 0.2210, 0.2112, -0.7131, 0.5426, -0.1511, -0.2492, 0.0252, -0.2046, -0.1849, -0.2267, 0.0279, -0.5883, 0.2605, 0.2275, 0.2391, 0.2259, 0.2916, 0.2378, 0.2311, 0.2338, 0.2316],
  "energy_ev": -29529.1533
}


Record 3
{
  "formula": "C9H11O3",
  "method": "the ωB97M-V functional and the def2-TZVPD basis",
  "species": ["C", "C", "O", "O", "H", "H", "H", "C", "C", "C", "C", "C", "C", "C", "O", "H", "H", "H", "H", "H", "H", "H", "H"],
  "positions_angstrom": [[3.11, -1.61, 0.36], [4.49, -1.01, -0.15], [5.22, -0.68, 0.85], [4.71, -0.80, -1.34], [3.25, -2.50, 0.91], [2.27, -1.74, -0.35], [2.87, -0.98, 1.22], [-2.39, 2.72, 0.86], [-0.92, -0.93, -0.86], [-2.29, -0.67, -0.79], [-0.05, -0.11, -0.13], [-2.81, 0.46, -0.20], [-0.58, 0.97, 0.55], [-1.92, 1.32, 0.45], [-0.44, -1.96, -1.59], [-2.95, -1.19, -1.53], [-1.12, -2.19, -2.22], [0.97, -0.43, 0.13], [-3.86, 0.81, -0.29], [0.04, 1.51, 1.29], [-1.50, 3.27, 1.08], [-3.07, 2.68, 1.72], [-3.03, 3.08, 0.04]],
  "nbo_charge": [-0.7636, 0.7685, -0.8280, -0.7582, 0.2021, 0.1812, 0.2068, -0.6257, 0.3010, -0.2994, -0.2576, -0.2085, -0.1970, -0.0440, -0.6501, 0.1891, 0.4692, 0.2653, 0.2032, 0.2129, 0.2185, 0.2044, 0.2100],
  "energy_ev": -15654.4624,
  "total_charge": -1
}


Record 4
{
  "formula": "C5H9Br4Cl3",
  "method": "the ωB97M-V functional and the def2-TZVPD basis",
  "species": ["Br", "C", "C", "Br", "H", "H", "H", "H", "Br", "C", "C", "Br", "H", "H", "H", "H", "C", "Cl", "Cl", "Cl", "H"],
  "positions_angstrom": [[0.18, -3.15, 0.48], [-0.88, -1.46, 0.20], [-0.31, -0.26, 1.09], [-1.31, 1.38, 0.95], [-1.90, -1.66, 0.53], [-0.83, -1.23, -0.87], [0.63, 0.09, 0.64], [-0.13, -0.60, 2.11], [2.34, 0.71, 0.65], [3.25, -0.15, -0.85], [3.21, 0.77, -2.15], [3.46, -0.37, -3.80], [2.58, -0.96, -1.13], [4.19, -0.65, -0.62], [3.91, 1.61, -2.23], [2.23, 1.24, -2.28], [-3.99, 0.97, 1.44], [-4.61, 1.27, 3.13], [-5.13, 1.73, 0.23], [-3.84, -0.81, 1.06], [-3.05, 1.52, 1.41]],
  "nbo_charge": [-0.0431, -0.4114, -0.4729, 0.0305, 0.2296, 0.2185, 0.2064, 0.2297, 0.0681, -0.4587, -0.4087, -0.0333, 0.2268, 0.2429, 0.2264, 0.2237, -0.2109, -0.0217, -0.0275, -0.0136, 0.1993],
  "energy_ev": -323065.2968
}


Record 5
{
  "formula": "C16H33ClNO11P",
  "method": "the ωB97M-V functional and the def2-TZVPD basis",
  "species": ["C", "C", "O", "C", "N", "C", "C", "O", "C", "Cl", "O", "C", "O", "P", "C", "O", "H", "H", "H", "H", "H", "H", "H", "H", "H", "H", "H", "H", "H", "H", "H", "H", "H", "C", "C", "O", "C", "O", "O", "C", "H", "H", "H", "H", "H", "H", "H", "H", "C", "C", "O", "C", "O", "O", "C", "H", "H", "H", "H", "H", "H", "H", "H"],
  "positions_angstrom": [[-0.90, -3.97, 6.64], [-1.45, -3.68, 5.24], [-2.84, -3.99, 5.15], [-1.33, -2.20, 4.85], [-1.46, -1.99, 3.42], [-0.23, -2.13, 2.65], [-0.14, -1.00, 1.62], [0.52, -1.31, 0.39], [1.91, -1.37, 0.32], [2.53, -2.86, 1.16], [2.21, -1.44, -1.05], [2.00, -2.61, -1.72], [2.72, -2.90, -2.59], [3.07, 0.05, 0.88], [1.97, 1.46, 0.49], [2.99, -0.02, 2.52], [-0.16, -3.22, 6.95], [-1.73, -3.94, 7.36], [-0.43, -4.96, 6.70], [-0.89, -4.27, 4.49], [-2.96, -4.95, 5.15], [-2.16, -1.68, 5.35], [-0.38, -1.79, 5.24], [-1.88, -1.08, 3.25], [0.65, -2.08, 3.33], [-0.17, -3.10, 2.14], [0.29, -0.10, 2.06], [-1.16, -0.73, 1.31], [1.10, -3.16, -1.41], [1.51, 1.30, -0.48], [1.19, 1.65, 1.24], [2.61, 2.36, 0.44], [2.15, 0.29, 2.91], [2.67, -0.17, -5.58], [2.21, 0.07, -4.16], [2.86, 1.21, -3.57], [2.33, 2.39, -3.84], [1.32, 2.60, -4.49], [3.07, 3.33, -3.26], [2.61, 4.67, -3.48], [3.75, -0.26, -5.62], [2.23, -1.09, -5.96], [2.36, 0.65, -6.23], [2.48, -0.76, -3.51], [1.13, 0.21, -4.11], [1.56, 4.77, -3.20], [2.74, 4.95, -4.52], [3.23, 5.30, -2.84], [-1.27, 1.35, -2.83], [-2.05, 2.64, -2.87], [-3.41, 2.46, -2.41], [-3.56, 2.41, -1.09], [-2.68, 2.51, -0.26], [-4.85, 2.22, -0.82], [-5.16, 2.12, 0.57], [-1.78, 0.56, -3.38], [-0.29, 1.51, -3.26], [-1.15, 1.01, -1.80], [-2.16, 3.00, -3.89], [-1.57, 3.41, -2.28], [-4.77, 2.98, 1.12], [-4.76, 1.20, 0.99], [-6.25, 2.11, 0.62]],
  "nbo_charge": [-0.6454, 0.0836, -0.7236, -0.2274, -0.6146, -0.2578, -0.0669, -0.5432, 0.2548, -0.0926, -0.5592, 0.6570, -0.5214, 1.1396, -1.0010, -0.9741, 0.2111, 0.2232, 0.2132, 0.1614, 0.4689, 0.2118, 0.1631, 0.3576, 0.1789, 0.2027, 0.1551, 0.2056, 0.1348, 0.2562, 0.2237, 0.2480, 0.4817, -0.6369, -0.0795, -0.4902, 0.9858, -0.6654, -0.4961, -0.2546, 0.2164, 0.2218, 0.2181, 0.2113, 0.1883, 0.1935, 0.1914, 0.1962, -0.6441, -0.0698, -0.4919, 0.9840, -0.6625, -0.4944, -0.2547, 0.2107, 0.2335, 0.2162, 0.1967, 0.1917, 0.1953, 0.1866, 0.1974],
  "energy_ev": -62950.8238,
  "smiles": "C[C@@H](O)CNCCO[C@@](Cl)(OC=O)P(C)O.CCOC(=O)OC.CCOC(=O)OC"
}


Record 6
{
  "formula": "C19H42NOP3PbSe",
  "method": "the ωB97M-V functional and the def2-TZVPD basis",
  "species": ["Pb", "P", "P", "P", "H", "C", "C", "H", "C", "C", "C", "C", "C", "C", "C", "C", "C", "H", "H", "H", "H", "H", "H", "H", "H", "H", "H", "H", "H", "H", "H", "H", "H", "H", "H", "H", "H", "H", "H", "H", "H", "H", "H", "H", "H", "H", "C", "C", "C", "C", "C", "C", "Se", "H", "H", "H", "H", "H", "H", "C", "C", "N", "O", "H", "H", "H", "H", "H"],
  "positions_angstrom": [[0.86, -0.21, -0.14], [-1.38, -0.51, 2.78], [1.39, -2.98, 0.14], [-1.67, -0.87, -1.50], [-0.70, 4.45, -0.39], [-1.73, 4.06, -0.36], [-2.26, 3.59, 0.78], [-1.69, 3.55, 1.71], [-0.79, 0.10, 4.35], [-1.66, -2.28, 2.85], [-2.85, 0.36, 2.26], [2.61, -3.60, -1.07], [2.28, -3.24, 1.71], [0.15, -4.32, 0.14], [-2.77, 0.60, -1.58], [-2.84, -2.21, -1.05], [-1.34, -1.18, -3.27], [-2.31, 4.13, -1.28], [-3.31, 3.28, 0.83], [-1.23, 1.08, 4.57], [0.31, 0.20, 4.33], [-1.06, -0.61, 5.15], [-0.70, -2.82, 2.90], [-2.22, -2.62, 1.97], [-2.24, -2.51, 3.76], [-2.60, 1.32, 1.78], [-3.48, 0.55, 3.14], [-3.43, -0.25, 1.54], [3.15, -4.45, -0.64], [3.32, -2.80, -1.33], [2.10, -3.91, -1.99], [3.04, -4.02, 1.57], [1.58, -3.55, 2.50], [2.77, -2.31, 2.02], [0.65, -5.30, 0.22], [-0.42, -4.29, -0.81], [-0.55, -4.20, 0.97], [-3.32, 0.57, -2.53], [-2.17, 1.52, -1.54], [-3.47, 0.60, -0.74], [-3.40, -2.51, -1.95], [-3.54, -1.85, -0.28], [-2.29, -3.07, -0.66], [-2.04, -0.60, -3.88], [-1.46, -2.25, -3.48], [-0.30, -0.88, -3.49], [1.82, 1.53, -3.27], [1.05, 2.53, -2.63], [0.73, 3.70, -3.31], [1.19, 3.92, -4.62], [1.97, 2.94, -5.25], [2.28, 1.76, -4.59], [2.27, -0.11, -2.44], [-0.34, -0.26, 1.82], [0.70, 2.37, -1.61], [0.11, 4.45, -2.81], [0.95, 4.85, -5.13], [2.34, 3.11, -6.26], [2.88, 0.99, -5.08], [1.99, 2.35, 2.62], [2.81, 1.11, 2.44], [3.83, 0.95, 3.31], [2.61, 0.22, 1.56], [2.65, 3.21, 2.82], [1.32, 2.24, 3.49], [1.39, 2.56, 1.73], [4.44, 0.15, 3.21], [4.03, 1.65, 4.00]],
  "nbo_charge": [0.9806, 1.3798, 0.9175, 1.0075, 0.1990, -0.3856, -0.4193, 0.1939, -0.9774, -0.9763, -0.9875, -0.9334, -0.9490, -0.9349, -0.9516, -0.9456, -0.9439, 0.2183, 0.2155, 0.3018, 0.2742, 0.3121, 0.2719, 0.2725, 0.3189, 0.2928, 0.3177, 0.2697, 0.2915, 0.2563, 0.2721, 0.2920, 0.2557, 0.2622, 0.3052, 0.2547, 0.2456, 0.2887, 0.2650, 0.2581, 0.3057, 0.2577, 0.2526, 0.2904, 0.2831, 0.2516, -0.1411, -0.2458, -0.1012, -0.0225, -0.1676, -0.1665, 0.2359, -0.0859, 0.2069, 0.2463, 0.2746, 0.2846, 0.2652, -0.7216, 0.7030, -0.7196, -0.7292, 0.2923, 0.2573, 0.2284, 0.4385, 0.4408],
  "energy_ev": -122341.4303,
  "total_charge": 4
}


Record 7
{
  "formula": "C27H26N3O3PRuS2Te",
  "method": "the ωB97M-V functional and the def2-TZVPD basis",
  "species": ["Ru", "S", "C", "C", "C", "C", "C", "C", "N", "C", "C", "C", "C", "C", "C", "C", "H", "H", "H", "H", "H", "H", "H", "H", "C", "C", "O", "P", "O", "Te", "O", "C", "C", "H", "H", "H", "H", "H", "H", "H", "H", "H", "H", "S", "C", "C", "C", "N", "C", "C", "C", "C", "C", "N", "C", "C", "H", "H", "H", "H", "H", "H", "H", "H"],
  "positions_angstrom": [[-0.57, 0.04, 0.46], [-2.98, -1.42, -2.99], [-3.86, -0.02, -2.45], [-5.08, 0.43, -2.93], [-5.56, 1.63, -2.43], [-4.81, 2.36, -1.51], [-3.60, 1.90, -1.03], [-3.13, 0.67, -1.49], [-1.92, 0.02, -1.16], [-1.73, -1.06, -1.91], [-0.47, -1.77, -1.79], [-0.03, -2.75, -2.67], [1.24, -3.28, -2.51], [2.06, -2.84, -1.47], [1.61, -1.89, -0.57], [0.34, -1.33, -0.73], [-5.64, -0.13, -3.67], [-6.51, 2.01, -2.77], [-5.17, 3.33, -1.17], [-3.01, 2.51, -0.36], [-0.66, -3.09, -3.48], [1.60, -4.03, -3.20], [3.06, -3.25, -1.37], [2.27, -1.55, 0.22], [0.38, 3.08, 5.14], [1.10, 1.81, 4.81], [0.57, 1.33, 3.51], [1.26, 0.31, 2.58], [1.35, 0.82, 1.15], [-0.31, -1.59, 2.54], [2.65, -0.07, 3.13], [2.98, -1.02, 4.21], [3.92, -2.06, 3.67], [0.77, 3.48, 6.08], [-0.69, 2.91, 5.27], [0.52, 3.83, 4.37], [0.91, 1.03, 5.55], [2.17, 1.96, 4.70], [2.05, -1.46, 4.59], [3.43, -0.43, 5.00], [3.44, -2.67, 2.89], [4.22, -2.72, 4.48], [4.81, -1.59, 3.25], [-3.91, 5.23, 3.12], [-3.00, 3.84, 2.52], [-1.77, 3.99, 1.87], [-1.13, 2.88, 1.37], [-1.64, 1.64, 1.48], [-2.82, 1.49, 2.11], [-3.53, 2.55, 2.62], [-2.67, 5.89, 4.23], [-2.58, 5.39, 5.52], [-1.61, 5.94, 6.36], [-0.76, 6.90, 5.99], [-0.88, 7.37, 4.75], [-1.82, 6.91, 3.83], [-1.32, 4.96, 1.75], [-0.19, 2.97, 0.85], [-3.20, 0.48, 2.19], [-4.48, 2.39, 3.11], [-3.25, 4.62, 5.87], [-1.52, 5.58, 7.38], [-0.20, 8.17, 4.47], [-1.89, 7.34, 2.84]],
  "mulliken_spin": [2.8716, 0.0300, 0.0003, 0.0020, 0.0009, -0.0002, -0.0062, 0.0099, 0.0104, 0.0190, 0.0714, -0.0196, 0.0568, -0.0095, 0.0839, -0.2040, 0.0001, 0.0001, -0.0001, 0.0088, 0.0004, 0.0014, 0.0001, -0.0115, -0.0006, 0.0040, 0.0154, -0.0532, 0.1033, 1.0402, -0.0048, 0.0159, 0.0026, 0.0000, 0.0000, 0.0003, -0.0008, -0.0005, 0.0012, 0.0006, -0.0002, 0.0009, 0.0007, 0.0010, 0.0004, -0.0038, 0.0077, -0.0556, -0.0117, 0.0106, -0.0001, 0.0000, 0.0001, 0.0000, 0.0000, 0.0001, 0.0013, -0.0152, 0.0226, 0.0017, 0.0000, 0.0000, 0.0000, 0.0000],
  "energy_ev": -79855.0204,
  "multiplicity": 5,
  "total_charge": 2
}


Record 8
{
  "formula": "C2H2O2",
  "method": "the ωB97M-V functional and the def2-TZVPD basis",
  "species": ["O", "C", "C", "O", "H", "H"],
  "positions_angstrom": [[-1.32, -0.59, -0.12], [-0.81, 0.50, 0.10], [0.79, 0.49, -0.14], [1.35, -0.54, 0.14], [-1.42, 1.50, 0.66], [1.20, 1.54, -0.55]],
  "nbo_charge": [-0.4670, 0.3135, 0.3502, -0.4469, 0.1273, 0.1229],
  "energy_ev": -6199.0126,
  "smiles": "O=CC=O"
}